{"formula": "C43H38GeO2P2TeTl", "method": "wB97M-V/def2-TZVPD", "species": ["Tl", "O", "P", "C", "P", "O", "C", "C", "C", "C", "C", "C", "C", "C", "C", "C", "C", "C", "C", "C", "C", "C", "C", "C", "C", "C", "C", "C", "C", "C", "H", "H", "H", "H", "H", "H", "H", "H", "H", "H", "H", "H", "H", "H", "H", "H", "H", "H", "H", "H", "H", "H", "Ge", "C", "C", "C", "C", "C", "C", "C", "C", "C", "C", "C", "C", "H", "H", "H", "H", "H", "H", "H", "H", "H", "H", "H", "Te", "C", "C", "C", "C", "C", "C", "H", "H", "H", "H", "H"], "positions_angstrom": [[-0.903922, -0.319440, -1.147620], [0.897237, 0.565595, 0.215096], [1.809272, -0.097572, 1.213614], [0.905997, -0.873832, 2.611267], [-0.890556, -1.072880, 2.353921], [-1.269218, -1.517779, 0.972857], [-1.627549, 0.506925, 2.809726], [-1.121239, 1.320944, 3.821535], [-1.790080, 2.480435, 4.181314], [-2.975234, 2.824468, 3.546972], [-3.493528, 2.008084, 2.552393], [-2.822978, 0.851716, 2.184123], [-1.399252, -2.261868, 3.598427], [-0.941454, -2.188479, 4.913464], [-1.375412, -3.116126, 5.844898], [-2.266875, -4.113588, 5.467919], [-2.723976, -4.187262, 4.160361], [-2.291230, -3.262184, 3.221570], [2.818962, -1.380013, 0.470598], [3.468472, -2.351400, 1.233069], [4.276006, -3.290013, 0.613300], [4.445194, -3.257398, -0.765169], [3.816098, -2.282582, -1.524747], [3.002275, -1.345876, -0.908557], [2.909773, 1.081247, 2.000395], [2.319599, 2.207363, 2.580849], [3.111517, 3.156220, 3.202672], [4.491163, 2.987359, 3.243080], [5.079180, 1.878470, 2.653773], [4.291306, 0.921828, 2.028357], [1.048122, -0.264279, 3.502925], [1.335197, -1.857312, 2.801924], [-0.204787, 1.063538, 4.338797], [-1.392126, 3.111068, 4.965488], [-3.501553, 3.723997, 3.838567], [-4.428572, 2.267185, 2.072944], [-3.228649, 0.190833, 1.429150], [-0.251705, -1.409118, 5.217220], [-1.020122, -3.065411, 6.865666], [-2.604820, -4.835915, 6.199204], [-3.415823, -4.967182, 3.871138], [-2.628056, -3.309957, 2.193500], [3.357389, -2.374459, 2.310942], [4.780668, -4.041461, 1.205936], [5.079446, -3.989885, -1.247729], [3.961231, -2.248512, -2.594987], [2.538986, -0.558980, -1.490542], [1.243927, 2.341241, 2.524234], [2.659069, 4.030774, 3.651472], [5.109410, 3.727525, 3.733784], [6.154334, 1.760104, 2.676431], [4.749576, 0.058095, 1.564098], [-2.870512, 1.602090, -1.514956], [-3.216760, 1.033954, -3.345662], [-4.500194, 0.614984, -3.692862], [-4.772687, 0.182357, -4.983262], [-3.762916, 0.160678, -5.934284], [-2.479640, 0.570954, -5.596942], [-2.206643, 0.995461, -4.306776], [-2.024061, 3.330731, -1.267729], [-0.772155, 3.607648, -1.814686], [-0.196761, 4.857326, -1.648105], [-0.861673, 5.834162, -0.917304], [-2.100438, 5.561735, -0.356081], [-2.679733, 4.311633, -0.527106], [-4.223834, 1.596577, -0.786345], [-5.293044, 0.631828, -2.953201], [-5.772210, -0.136847, -5.248694], [-3.974566, -0.179608, -6.939367], [-1.694850, 0.556204, -6.342627], [-1.199591, 1.313995, -4.054378], [-0.238842, 2.844767, -2.371733], [0.770932, 5.072201, -2.082937], [-0.409719, 6.808223, -0.782029], [-2.616020, 6.323576, 0.214702], [-3.649928, 4.102334, -0.091405], [-0.795026, -2.713844, -2.788498], [0.862491, -2.850235, -4.090429], [1.767025, -3.893637, -3.907145], [2.781754, -4.102912, -4.831345], [2.899061, -3.272203, -5.937663], [1.994045, -2.235745, -6.123234], [0.975559, -2.024280, -5.204607], [1.666530, -4.551005, -3.053001], [3.476872, -4.920292, -4.686714], [3.689330, -3.437300, -6.658331], [2.071969, -1.597819, -6.994378], [0.265544, -1.221939, -5.360509]], "forces_ev_per_angstrom": [[-0.5, -0.3, -0.1], [-0.3, -0.1, -0.2], [0.2, -0.2, 0.2], [-0.2, 0.1, -0.3], [0.3, 0.1, 0.4], [0.0, 0.1, -0.3], [0.0, -0.1, 0.0], [0.0, 0.0, -0.1], [0.0, 0.0, 0.0], [0.0, 0.0, 0.0], [0.0, 0.0, 0.0], [0.0, 0.0, 0.0], [0.0, -0.1, -0.1], [0.0, 0.0, 0.0], [0.0, 0.0, 0.0], [0.0, 0.0, 0.0], [0.0, 0.0, 0.0], [0.0, 0.0, 0.0], [0.0, 0.0, 0.1], [-0.1, 0.0, 0.0], [0.0, 0.0, 0.0], [0.0, 0.0, 0.0], [0.0, 0.0, 0.0], [0.0, 0.2, 0.0], [-0.1, 0.1, -0.1], [0.0, 0.0, 0.0], [0.0, 0.0, 0.0], [0.0, 0.0, 0.0], [0.0, 0.0, 0.0], [0.0, 0.0, 0.0], [0.1, 0.0, 0.0], [-0.1, 0.0, 0.0], [0.0, 0.0, 0.0], [0.0, 0.0, 0.0], [0.0, 0.0, 0.0], [0.0, 0.0, 0.0], [-0.1, 0.0, -0.1], [0.0, 0.0, 0.0], [0.0, 0.0, 0.0], [0.0, 0.0, 0.0], [0.0, 0.0, 0.0], [0.0, 0.0, 0.0], [0.0, 0.0, 0.0], [0.0, 0.0, 0.0], [0.0, 0.0, 0.0], [0.0, 0.0, 0.0], [-0.1, -0.1, 0.0], [0.0, 0.0, 0.0], [0.0, 0.0, 0.0], [0.0, 0.0, 0.0], [0.0, 0.0, 0.0], [0.0, 0.0, 0.0], [0.5, -0.1, -0.4], [0.0, 0.1, 0.1], [0.1, 0.0, 0.0], [0.0, 0.0, 0.0], [0.0, 0.0, 0.0], [0.0, 0.0, 0.0], [0.0, 0.1, 0.0], [0.0, -0.2, 0.0], [0.0, 0.0, 0.0], [0.0, 0.0, 0.0], [0.0, 0.0, 0.0], [0.0, 0.0, 0.0], [0.0, 0.0, -0.1], [0.2, -0.3, 0.3], [0.0, 0.0, 0.0], [0.0, 0.0, 0.0], [0.0, 0.0, 0.0], [0.0, 0.0, 0.0], [0.0, 0.0, 0.0], [0.0, 0.0, 0.0], [0.0, 0.0, 0.0], [0.0, 0.0, 0.0], [0.0, 0.0, 0.0], [0.0, 0.0, 0.0], [0.0, 0.4, 0.5], [0.0, 0.1, 0.1], [0.0, 0.0, 0.0], [0.0, 0.0, 0.0], [0.0, 0.0, 0.0], [0.0, 0.0, 0.0], [0.1, 0.1, 0.0], [0.0, 0.0, 0.0], [0.0, 0.0, 0.0], [0.0, 0.0, 0.0], [0.0, 0.0, 0.0], [0.0, 0.0, 0.0]], "e_homo_ev": -9.939, "homo_lumo_gap_ev": 6.5, "lumo_ev": -3.44, "relative_energy_ev": 1.512, "total_charge": 1}



{"formula": "C43H39ClIrN4O5PS", "method": "wB97M-V/def2-TZVPD", "species": ["Ir", "Cl", "C", "C", "C", "C", "C", "C", "P", "C", "C", "C", "C", "C", "C", "C", "C", "C", "C", "C", "C", "H", "H", "H", "H", "H", "H", "H", "H", "H", "H", "H", "H", "H", "H", "S", "C", "C", "C", "C", "C", "N", "H", "H", "H", "H", "C", "N", "C", "C", "O", "H", "H", "H", "H", "H", "H", "H", "C", "O", "C", "O", "H", "H", "H", "O", "C", "N", "C", "C", "O", "N", "C", "C", "C", "C", "C", "C", "C", "C", "C", "C", "C", "C", "H", "H", "H", "H", "H", "H", "H", "H", "H", "H", "H"], "positions_angstrom": [[1.709215, 1.212776, 0.051007], [2.823175, 2.445131, 1.744584], [1.620280, 3.663043, 2.182836], [2.091657, 4.812274, 2.783203], [1.181235, 5.814832, 3.079622], [-0.155771, 5.650404, 2.751758], [-0.589193, 4.478807, 2.150812], [0.292199, 3.433068, 1.869159], [-0.248135, 1.827349, 1.107279], [-1.014541, 0.962051, 2.522720], [-1.669146, 1.697430, 3.475271], [-2.458512, 1.113949, 4.480150], [-2.693790, -0.280966, 4.478493], [-2.035383, -1.076805, 3.608867], [-0.986913, -0.538682, 2.683630], [-1.667102, 2.429438, 0.127639], [-2.939824, 1.900326, 0.331820], [-4.026843, 2.392151, -0.373061], [-3.853208, 3.409744, -1.301297], [-2.590768, 3.944024, -1.506773], [-1.505037, 3.465432, -0.786634], [3.145667, 4.931027, 2.992398], [1.524203, 6.729719, 3.542896], [-0.865224, 6.440630, 2.956128], [-1.632135, 4.377723, 1.879218], [-1.632419, 2.775423, 3.449261], [-2.943946, 1.749356, 5.207134], [-3.411555, -0.706204, 5.167536], [-2.203369, -2.144637, 3.596666], [-1.093521, -1.026120, 1.705644], [-3.085781, 1.095728, 1.040370], [-5.010744, 1.976351, -0.196970], [-4.700259, 3.790403, -1.856706], [-2.445554, 4.745597, -2.218720], [-0.542221, 3.936701, -0.928275], [1.712259, 3.019769, -1.407966], [3.289805, 2.393523, -1.809193], [4.188880, 2.841240, -2.762355], [5.368680, 2.134915, -2.904976], [5.613254, 1.018664, -2.108032], [4.659258, 0.635084, -1.190307], [3.529308, 1.325083, -1.046292], [3.956520, 3.702618, -3.371977], [6.098005, 2.447868, -3.640298], [6.524737, 0.447888, -2.204923], [4.769598, -0.234584, -0.559651], [1.685062, -4.238805, 0.482987], [2.531137, -3.072994, 0.679628], [3.944358, -3.302094, 0.925019], [2.044837, -1.847284, 0.527885], [2.714215, -0.808781, 0.599888], [1.823046, -4.937800, 1.308987], [1.937150, -4.744173, -0.450188], [0.638142, -3.939407, 0.444822], [4.075519, -3.851898, 1.858238], [4.453000, -2.346143, 0.997603], [4.376528, -3.886451, 0.111541], [0.965436, -1.829837, 0.339379], [1.693682, -2.558833, 4.291477], [0.413613, -2.099563, 3.826970], [0.414672, -0.961416, 3.134607], [1.410923, -0.360134, 2.831815], [2.217150, -3.065868, 3.481134], [1.483144, -3.254663, 5.096823], [2.292228, -1.722865, 4.643837], [2.425407, -0.227670, -2.982772], [1.329744, -0.458052, -2.530897], [0.399739, -1.281488, -3.090104], [-0.808881, -1.407121, -2.315115], [-0.445233, -0.476622, -1.143202], [-1.141968, -0.319631, -0.146764], [0.785536, 0.038949, -1.325810], [-2.047318, -0.910017, -3.070263], [-3.165126, -0.427851, -2.396138], [-4.284394, -0.011770, -3.101740], [-4.309250, -0.081189, -4.485846], [-3.199775, -0.562751, -5.162766], [-2.075971, -0.969074, -4.459412], [-1.000351, -2.832824, -1.780713], [-1.938601, -3.103308, -0.785021], [-2.108222, -4.394633, -0.310024], [-1.358671, -5.441126, -0.832446], [-0.435380, -5.181380, -1.831449], [-0.251628, -3.884362, -2.295624], [0.575678, -1.679418, -3.994112], [-3.157294, -0.348549, -1.319263], [-5.139847, 0.373722, -2.561988], [-5.184738, 0.240845, -5.033771], [-3.203249, -0.620669, -6.243120], [-1.222523, -1.330585, -5.017334], [-2.539048, -2.303097, -0.379215], [-2.841287, -4.586278, 0.462986], [-1.504630, -6.450705, -0.471650], [0.147267, -5.988152, -2.257464], [0.489133, -3.705725, -3.063104]], "forces_ev_per_angstrom": [[0.6, -0.7, -0.8], [0.0, 0.1, 0.1], [0.1, -0.1, 0.0], [0.0, 0.0, 0.0], [0.0, 0.0, 0.0], [0.0, 0.0, 0.0], [0.0, 0.0, 0.0], [0.0, -0.1, 0.0], [0.1, 0.2, 0.2], [0.0, 0.0, 0.1], [0.0, -0.1, 0.0], [0.0, 0.0, 0.0], [0.0, 0.0, 0.0], [0.0, 0.0, 0.0], [0.1, -0.1, 0.0], [0.0, -0.1, 0.1], [0.0, 0.0, 0.0], [0.0, 0.0, 0.0], [0.0, 0.0, 0.0], [0.0, 0.0, 0.0], [0.0, 0.0, 0.0], [0.0, 0.0, 0.0], [0.0, 0.0, 0.0], [0.0, 0.0, 0.0], [0.0, 0.0, 0.0], [0.0, 0.0, 0.0], [0.0, 0.0, 0.0], [0.0, 0.0, 0.0], [0.0, 0.0, 0.0], [0.0, 0.1, 0.1], [0.0, 0.0, 0.0], [0.0, 0.0, 0.0], [0.0, 0.0, 0.0], [0.0, 0.0, 0.0], [0.0, 0.0, 0.0], [-0.2, 0.1, 0.2], [0.0, 0.2, -0.1], [0.1, 0.0, 0.0], [-0.1, 0.0, 0.0], [0.0, 0.0, 0.0], [0.1, -0.1, 0.0], [0.0, -0.1, 0.0], [0.0, 0.0, 0.0], [0.0, 0.0, 0.0], [0.0, 0.0, 0.0], [0.0, 0.0, 0.0], [0.0, 0.0, 0.1], [0.1, 0.1, 0.0], [0.0, 0.0, 0.0], [-0.1, -0.3, 0.1], [-0.3, 0.4, 0.0], [0.0, 0.0, 0.0], [0.0, 0.0, 0.1], [0.0, 0.0, 0.0], [0.0, 0.0, 0.0], [0.0, 0.0, 0.0], [0.0, 0.0, 0.0], [0.1, 0.0, 0.1], [0.0, 0.0, 0.0], [0.0, 0.0, 0.1], [-0.1, 0.0, -0.2], [0.1, 0.2, 0.4], [0.0, 0.0, 0.0], [0.0, 0.0, 0.0], [0.0, 0.0, 0.0], [0.0, 0.0, 0.0], [0.0, 0.0, -0.1], [0.1, 0.0, 0.0], [0.0, 0.1, -0.1], [0.1, -0.2, 0.1], [0.0, 0.0, -0.3], [-0.1, 0.2, -0.1], [0.0, 0.0, 0.0], [0.0, 0.0, 0.0], [0.0, 0.0, 0.0], [0.0, 0.0, 0.0], [0.0, 0.0, 0.0], [0.0, 0.0, 0.0], [0.0, 0.0, 0.0], [0.0, 0.0, 0.0], [0.0, 0.0, 0.0], [0.0, 0.0, 0.0], [-0.1, 0.0, -0.1], [0.0, 0.0, 0.0], [0.0, 0.0, 0.0], [0.0, 0.0, 0.0], [0.0, 0.0, 0.0], [0.0, 0.0, 0.0], [0.0, 0.0, 0.0], [0.0, 0.0, 0.0], [0.0, 0.0, 0.0], [0.0, 0.0, 0.0], [0.0, 0.0, 0.0], [0.0, 0.0, 0.0], [0.0, 0.0, 0.0]], "e_homo_ev": [-9.737, -10.416], "multiplicity": 2, "homo_lumo_gap_ev": [7.6, 7.2], "lumo_ev": [-2.18, -3.20], "relative_energy_ev": 0.484, "total_charge": 1}